C25H24F5N3O4PS3W | ωB97M-V with the def2-TZVPD basis set

ORCA input file:
```
! wB97M-V def2-TZVPD RIJCOSX def2/J DEFGRID3
* xyz 1 1
W -0.93 0.43 -0.72
O -0.60 1.83 4.60
C -0.13 0.58 4.52
C 0.43 0.04 5.68
C 0.93 -1.25 5.68
C 0.89 -2.03 4.52
C 0.34 -1.51 3.38
C -0.17 -0.20 3.35
C -0.73 0.30 2.11
O -0.75 -0.48 1.06
N -1.21 1.52 2.01
N -1.61 1.73 0.73
C -2.29 2.79 0.40
C -2.79 2.76 -0.95
C -3.65 3.70 -1.48
C -4.19 3.48 -2.73
C -3.87 2.32 -3.42
C -2.98 1.43 -2.86
N -2.42 1.64 -1.65
H -0.95 2.11 3.73
H 0.45 0.65 6.57
H 1.36 -1.65 6.59
H 1.28 -3.04 4.53
H 0.30 -2.10 2.47
H -2.54 3.56 1.12
H -3.90 4.58 -0.91
H -4.87 4.21 -3.17
H -4.28 2.10 -4.39
H -2.69 0.52 -3.36
F -4.03 -4.34 3.38
C -3.54 -3.72 2.32
C -3.94 -2.43 2.02
F -4.81 -1.80 2.81
C -3.41 -1.79 0.92
F -3.82 -0.54 0.66
C -2.49 -2.41 0.08
S -1.80 -1.64 -1.35
C -2.11 -3.71 0.40
F -1.22 -4.35 -0.35
C -2.63 -4.37 1.51
F -2.24 -5.61 1.79
C 2.28 -2.45 -2.75
C 2.91 -1.64 -1.65
C 2.28 -1.86 -0.30
O 2.92 -0.21 -2.04
P 1.83 0.90 -2.09
S 0.08 0.38 -2.95
S 1.19 1.47 -0.24
O 2.47 2.05 -2.91
C 3.84 2.59 -2.85
C 4.76 1.75 -3.70
C 4.30 2.75 -1.41
H 2.46 -3.51 -2.56
H 2.71 -2.21 -3.72
H 1.20 -2.30 -2.79
H 3.98 -1.84 -1.60
H 1.20 -1.76 -0.33
H 2.68 -1.17 0.45
H 2.51 -2.88 0.02
H 3.71 3.57 -3.30
H 4.94 0.77 -3.25
H 5.72 2.26 -3.79
H 4.35 1.62 -4.70
H 4.43 1.78 -0.93
H 3.59 3.34 -0.83
H 5.26 3.26 -1.40
*
```

Results
- HOMO level (alpha / beta): -10.583 / -10.922 eV
- HOMO-LUMO gap (alpha / beta): 6.1 / 6.0 eV
- Energy above the lowest of the compared OMol25 structures with the same formula, charge and spin: 0.0 kcal per mole
- Total energy: -3534.57439 Ha

---

C25H24FN2O | ωB97M-V with the def2-TZVPD basis set

ORCA input file:
```
! wB97M-V def2-TZVPD RIJCOSX def2/J DEFGRID3
* xyz 1 1
C -2.67 -2.68 0.61
C -1.54 -1.89 0.11
N -0.25 -2.26 0.53
F -0.10 -3.31 1.34
C 0.88 -1.53 0.14
C 2.20 -1.97 0.63
C 0.71 -0.44 -0.67
C -0.56 -0.06 -1.11
C -0.72 1.12 -2.00
C -1.68 -0.80 -0.69
H -3.62 -2.32 0.20
H -2.56 -3.74 0.35
H -2.73 -2.60 1.70
H 3.00 -1.34 0.26
H 2.21 -1.94 1.72
H 2.40 -3.00 0.32
H 1.57 0.14 -0.97
H -1.77 1.30 -2.24
H -0.33 2.03 -1.52
H -0.18 0.98 -2.93
H -2.66 -0.49 -1.00
C -1.48 -8.75 -0.87
C -0.56 -9.43 -0.09
C -0.32 -9.01 1.20
C -0.99 -7.92 1.73
C -0.68 -7.50 3.12
C -1.07 -6.22 3.56
N -0.87 -5.71 4.83
C 0.00 -6.31 5.69
C 0.25 -5.84 6.95
C -0.41 -4.74 7.40
C -1.37 -4.10 6.60
C -1.60 -4.58 5.28
C -2.61 -3.97 4.52
C -3.37 -2.96 5.04
C -3.16 -2.50 6.34
C -2.17 -3.06 7.10
O -0.08 -8.29 3.86
C -1.93 -7.26 0.95
C -2.17 -7.67 -0.35
H -1.65 -9.06 -1.88
H -0.03 -10.27 -0.49
H 0.40 -9.52 1.83
H -1.54 -5.58 2.84
H 0.52 -7.18 5.33
H 0.96 -6.35 7.59
H -0.25 -4.37 8.40
H -2.82 -4.34 3.54
H -4.19 -2.55 4.45
H -3.80 -1.74 6.75
H -2.02 -2.73 8.11
H -2.49 -6.44 1.35
H -2.88 -7.15 -0.96
*
```

Results
- HOMO level: -9.083 eV
- HOMO-LUMO gap: 4.8 eV
- Total energy: -1251.33706 Ha

---

C25H24FN5S | ωB97M-V with the def2-TZVPD basis set

ORCA input file:
```
! wB97M-V def2-TZVPD RIJCOSX def2/J DEFGRID3
* xyz 0 1
F 7.75 1.03 0.34
C 6.40 1.04 0.26
C 5.72 2.25 0.34
C 4.35 2.25 0.25
C 3.63 1.06 0.09
C 2.17 1.08 0.00
C 1.43 1.83 0.82
C -0.06 1.89 0.79
N -0.62 1.22 -0.37
C -2.08 1.08 -0.33
C -2.75 2.41 -0.18
C -3.17 3.05 0.94
C -3.74 4.31 0.67
C -3.74 4.62 -0.65
S -3.04 3.37 -1.60
C -2.53 0.15 0.75
N -2.38 0.33 2.05
N -2.86 -0.75 2.64
N -3.30 -1.58 1.80
N -3.11 -1.07 0.58
C -3.51 -1.79 -0.60
C -3.05 -3.25 -0.51
C -1.54 -3.35 -0.47
C -0.81 -3.35 -1.65
C 0.58 -3.40 -1.61
C 1.24 -3.46 -0.40
C 0.51 -3.46 0.78
C -0.87 -3.41 0.74
C 0.05 -0.04 -0.63
C 1.49 0.25 -1.05
C 4.34 -0.14 0.01
C 5.72 -0.16 0.10
H 6.28 3.16 0.46
H 3.81 3.18 0.30
H 1.89 2.41 1.61
H -0.37 2.94 0.76
H -0.45 1.47 1.73
H -2.37 0.66 -1.30
H -3.08 2.63 1.93
H -4.13 4.97 1.43
H -4.10 5.50 -1.13
H -4.60 -1.75 -0.69
H -3.06 -1.30 -1.47
H -3.47 -3.69 0.39
H -3.43 -3.78 -1.38
H -1.32 -3.31 -2.60
H 1.14 -3.41 -2.54
H 2.31 -3.51 -0.37
H 1.02 -3.50 1.73
H -1.44 -3.41 1.67
H -0.47 -0.56 -1.44
H 0.06 -0.70 0.25
H 2.01 -0.68 -1.22
H 1.48 0.81 -1.99
H 3.81 -1.07 -0.09
H 6.28 -1.08 0.05
*
```

Results
- Structure (SMILES): Fc1ccc(C2=CCN([C@H](c3cccs3)c3nnnn3CCc3ccccc3)CC2)cc1
- HOMO level: -8.329 eV
- HOMO-LUMO gap: 8.8 eV
- Energy above the lowest of the compared OMol25 structures with the same formula, charge and spin: 1.8 kcal per mole
- Total energy: -1738.85314 Ha

---

C25H24IrN13OP | ωB97M-V with the def2-TZVPD basis set

ORCA input file:
```
! wB97M-V def2-TZVPD RIJCOSX def2/J DEFGRID3
* xyz 1 1
Ir 1.76 1.71 2.45
N 4.07 2.51 4.93
C 2.82 2.12 5.32
N 2.42 2.07 6.57
N 1.14 1.69 6.50
N 0.77 1.53 5.29
N 1.83 1.78 4.48
C 4.44 2.68 3.64
N 5.62 3.09 3.24
N 5.53 3.16 1.90
N 4.39 2.79 1.49
N 3.62 2.47 2.58
H 4.75 2.71 5.65
C -3.49 -5.86 -7.71
O -3.69 -5.99 -6.31
C -3.09 -5.11 -5.49
C -3.32 -5.29 -4.12
C -2.75 -4.44 -3.21
C -1.93 -3.38 -3.62
C -1.70 -3.21 -4.99
C -2.27 -4.06 -5.92
C -1.34 -2.51 -2.62
N -1.54 -2.61 -1.32
C -0.80 -1.61 -0.76
C -0.13 -0.89 -1.74
N -0.49 -1.48 -2.92
C 0.73 0.21 -1.43
C 1.43 0.99 -2.36
C 2.22 2.02 -1.91
C 2.33 2.26 -0.54
N 1.70 1.52 0.36
C 0.87 0.52 -0.07
C 0.16 -0.20 0.94
N 0.33 0.22 2.22
C -0.28 -0.44 3.20
C -1.10 -1.54 2.95
C -1.31 -1.96 1.66
C -0.67 -1.28 0.62
H -4.06 -6.66 -8.17
H -2.43 -5.97 -7.97
H -3.86 -4.90 -8.07
H -3.95 -6.11 -3.81
H -2.93 -4.58 -2.15
H -1.08 -2.41 -5.36
H -2.07 -3.90 -6.97
H -0.18 -1.23 -3.84
H 1.35 0.79 -3.42
H 2.77 2.65 -2.59
H 2.99 3.02 -0.16
H -0.12 -0.07 4.20
H -1.56 -2.04 3.79
H -1.95 -2.80 1.42
C 0.66 4.51 3.58
P 0.04 3.14 2.58
C -1.52 2.63 3.32
C -0.42 3.83 0.97
H -0.09 5.30 3.66
H 1.56 4.92 3.13
H 0.89 4.14 4.58
H -2.17 3.50 3.34
H -1.34 2.26 4.33
H -2.00 1.86 2.72
H -1.20 4.58 1.13
H -0.83 3.05 0.32
H 0.43 4.29 0.49
*
```

Results
- HOMO level: -10.514 eV
- HOMO-LUMO gap: 6.3 eV
- Energy above the lowest of the compared OMol25 structures with the same formula, charge and spin: 2.3 kcal per mole
- Total energy: -2199.73225 Ha

---

C25H24N2O4 | ωB97M-V with the def2-TZVPD basis set

ORCA input file:
```
! wB97M-V def2-TZVPD RIJCOSX def2/J DEFGRID3
* xyz 0 1
O -1.36 1.82 -0.27
C -2.11 1.17 -0.98
N -2.03 -0.17 -1.14
C -1.05 -1.05 -0.51
C -1.04 -0.84 1.01
C -0.39 -1.93 1.82
C 0.47 -2.88 1.29
C 1.05 -3.84 2.11
C 0.77 -3.87 3.46
C -0.08 -2.92 4.00
C -0.66 -1.97 3.19
C 0.33 -0.86 -1.16
O 0.88 -1.75 -1.77
N 0.84 0.36 -0.98
C 2.12 0.74 -1.53
C 2.99 1.40 -0.44
C 3.03 0.50 0.77
C 2.23 0.75 1.87
C 2.24 -0.10 2.96
C 3.05 -1.22 2.96
C 3.85 -1.48 1.86
C 3.84 -0.62 0.77
C 1.93 1.68 -2.71
O 0.88 2.11 -3.09
O 3.10 1.99 -3.29
C -3.20 1.82 -1.76
C -2.95 3.07 -2.32
C -3.93 3.71 -3.05
C -5.17 3.12 -3.22
C -5.43 1.89 -2.65
C -4.45 1.23 -1.93
H -2.61 -0.58 -1.86
H -1.37 -2.08 -0.72
H -0.54 0.11 1.24
H -2.08 -0.73 1.34
H 0.71 -2.88 0.24
H 1.71 -4.57 1.68
H 1.22 -4.62 4.09
H -0.31 -2.93 5.06
H -1.32 -1.23 3.61
H 0.26 1.09 -0.57
H 2.60 -0.18 -1.89
H 2.54 2.36 -0.17
H 3.98 1.57 -0.84
H 1.59 1.63 1.88
H 1.61 0.11 3.81
H 3.06 -1.88 3.80
H 4.49 -2.35 1.85
H 4.47 -0.83 -0.08
H 2.95 2.58 -4.04
H -1.97 3.51 -2.18
H -3.73 4.68 -3.49
H -5.94 3.63 -3.79
H -6.40 1.43 -2.77
H -4.67 0.28 -1.47
*
```

Results
- Structure (SMILES): O=C(N[C@H](Cc1ccccc1)C(=O)N[C@H](Cc1ccccc1)C(=O)O)c1ccccc1
- HOMO level: -8.904 eV
- HOMO-LUMO gap: 9.5 eV
- Energy above the lowest of the compared OMol25 structures with the same formula, charge and spin: 0.0 kcal per mole
- Total energy: -1377.62490 Ha

---

C25H24N2O6 | ωB97M-V with the def2-TZVPD basis set

ORCA input file:
```
! wB97M-V def2-TZVPD RIJCOSX def2/J DEFGRID3
* xyz 0 1
C 6.04 0.90 0.39
O 5.20 1.57 -0.53
C 3.89 1.72 -0.21
C 3.08 2.27 -1.22
C 1.73 2.44 -1.01
C 1.15 2.09 0.21
C -0.28 2.21 0.42
N -1.06 2.25 -0.58
O -2.42 2.31 -0.28
C -3.16 1.98 -1.44
C -2.86 0.57 -1.95
O -2.82 0.33 -3.14
N -2.58 -0.36 -1.00
C -2.04 -1.66 -1.42
C -0.58 -1.79 -1.11
C -0.11 -2.77 -0.26
C 1.24 -2.86 0.06
C 2.14 -1.95 -0.48
O 3.48 -1.94 -0.23
C 4.02 -2.94 0.60
C 1.67 -0.97 -1.36
C 0.33 -0.89 -1.66
C -2.88 -0.21 0.37
C -1.87 -0.32 1.32
C -2.16 -0.15 2.66
C -3.45 0.15 3.08
C -4.46 0.23 2.14
C -4.19 0.02 0.79
C -5.35 0.05 -0.14
O -6.34 0.73 0.02
O -5.23 -0.81 -1.16
C 1.96 1.58 1.22
C 3.31 1.38 1.01
H 7.01 0.83 -0.10
H 6.14 1.47 1.32
H 5.66 -0.10 0.61
H 3.55 2.54 -2.15
H 1.10 2.84 -1.79
H -0.65 2.23 1.45
H -4.21 2.10 -1.16
H -2.93 2.67 -2.26
H -2.62 -2.45 -0.93
H -2.21 -1.71 -2.50
H -0.80 -3.48 0.18
H 1.56 -3.64 0.74
H 5.09 -2.77 0.62
H 3.62 -2.87 1.62
H 3.83 -3.94 0.20
H 2.39 -0.29 -1.78
H -0.02 -0.12 -2.33
H -0.86 -0.51 1.00
H -1.36 -0.23 3.39
H -3.66 0.30 4.12
H -5.47 0.44 2.44
H -6.02 -0.77 -1.73
H 1.53 1.32 2.17
H 3.91 0.96 1.81
*
```

Results
- Structure (SMILES): COc1ccc(/C=N/OCC(=O)N(Cc2ccc(OC)cc2)c2ccccc2C(=O)O)cc1
- HOMO level: -8.237 eV
- HOMO-LUMO gap: 8.7 eV
- Energy above the lowest of the compared OMol25 structures with the same formula, charge and spin: 76.4 kcal per mole
- Total energy: -1527.97724 Ha

---

C25H24N6O3 | ωB97M-V with the def2-TZVPD basis set

ORCA input file:
```
! wB97M-V def2-TZVPD RIJCOSX def2/J DEFGRID3
* xyz 0 1
C -1.26 -2.81 -5.10
O 0.13 -2.96 -4.89
C 0.61 -2.80 -3.63
C 2.00 -2.96 -3.50
C 2.62 -2.84 -2.28
C 1.86 -2.54 -1.14
N 2.44 -2.42 0.09
C 1.79 -2.06 1.25
O 2.41 -2.03 2.31
C 0.37 -1.76 1.10
C -0.35 -1.14 2.27
N -0.21 0.31 2.34
C 1.01 0.78 2.99
C 1.00 0.43 4.44
C 1.61 -0.58 5.12
C 1.23 -0.42 6.48
C 0.42 0.67 6.51
O 0.28 1.20 5.29
C -0.53 1.00 1.12
C 0.45 0.88 0.00
N 1.76 0.71 0.07
N 2.20 0.66 -1.18
N 1.26 0.78 -2.02
N 0.12 0.92 -1.32
C -1.15 1.14 -1.95
C -1.70 2.50 -1.61
C -0.92 3.63 -1.84
C -1.40 4.88 -1.50
C -2.65 5.02 -0.94
C -3.43 3.90 -0.71
C -2.96 2.64 -1.04
C -0.24 -1.97 -0.09
C 0.47 -2.36 -1.26
C -0.14 -2.50 -2.51
H -1.42 -2.99 -6.16
H -1.83 -3.54 -4.52
H -1.59 -1.80 -4.84
H 2.57 -3.19 -4.39
H 3.69 -2.96 -2.19
H 3.44 -2.55 0.17
H -1.42 -1.36 2.20
H 0.05 -1.54 3.20
H 1.03 1.87 2.89
H 1.92 0.37 2.53
H 2.24 -1.33 4.70
H 1.52 -1.04 7.30
H -0.09 1.16 7.32
H -1.50 0.65 0.77
H -0.64 2.07 1.35
H -1.84 0.35 -1.64
H -0.97 1.05 -3.03
H 0.06 3.52 -2.28
H -0.79 5.75 -1.68
H -3.03 6.00 -0.68
H -4.41 4.00 -0.27
H -3.57 1.77 -0.86
H -1.31 -1.79 -0.18
H -1.21 -2.36 -2.58
*
```

Results
- Structure (SMILES): COc1ccc2[nH]c(=O)c(CN(Cc3ccco3)Cc3nnnn3Cc3ccccc3)cc2c1
- HOMO level: -7.855 eV
- HOMO-LUMO gap: 8.1 eV
- Energy above the lowest of the compared OMol25 structures with the same formula, charge and spin: 33.1 kcal per mole
- Total energy: -1521.29084 Ha

---

C25H25AuF5N2O2PSSe2 | ωB97M-V with the def2-TZVPD basis set

ORCA input file:
```
! wB97M-V def2-TZVPD RIJCOSX def2/J DEFGRID3
* xyz 0 1
Au -0.06 -0.86 -0.29
O 2.48 -0.19 5.46
C 3.05 -0.58 4.22
C 2.04 -0.33 3.08
C 1.63 1.15 3.07
O 2.66 2.02 2.61
C 0.80 -1.19 3.36
Se -0.68 -1.20 2.07
C 2.72 -0.82 1.80
Se 2.18 0.04 0.13
H 3.03 -0.53 6.17
H 3.32 -1.64 4.22
H 3.96 -0.01 4.02
H 1.33 1.43 4.09
H 0.77 1.28 2.42
H 3.36 2.04 3.27
H 0.31 -0.85 4.27
H 1.11 -2.23 3.52
H 2.52 -1.88 1.67
H 3.80 -0.69 1.84
F -2.81 -7.29 1.41
C -2.62 -6.08 0.88
C -1.38 -5.47 0.95
F -0.36 -6.10 1.53
C -1.19 -4.21 0.40
F 0.05 -3.71 0.44
C -2.22 -3.52 -0.22
S -2.10 -1.94 -0.95
C -3.45 -4.17 -0.30
F -4.48 -3.57 -0.91
C -3.66 -5.42 0.24
F -4.86 -6.00 0.15
C -1.07 -0.60 -3.74
P 0.32 -0.37 -2.59
C 1.64 -1.39 -3.30
C 0.81 1.34 -2.86
C -0.17 2.32 -3.05
C 0.17 3.65 -3.16
C 1.50 4.04 -3.06
C 2.49 3.08 -2.88
C 2.15 1.74 -2.79
H -1.99 -0.17 -3.34
H -1.24 -1.66 -3.88
H -0.82 -0.12 -4.69
H 1.88 -1.06 -4.31
H 1.29 -2.42 -3.32
H 2.52 -1.34 -2.66
H -1.22 2.03 -3.11
H -0.60 4.40 -3.31
H 1.77 5.08 -3.14
H 3.53 3.37 -2.82
H 2.93 1.00 -2.66
N -3.69 6.40 0.18
C -3.21 5.36 0.13
C -2.61 4.06 0.06
C -1.25 3.90 0.29
C -0.72 2.62 0.18
N -1.46 1.56 -0.11
C -2.76 1.71 -0.31
C -3.39 2.95 -0.25
H -0.62 4.74 0.53
H 0.34 2.44 0.33
H -3.32 0.81 -0.53
H -4.45 3.04 -0.42
*
```

Results
- HOMO level: -7.761 eV
- HOMO-LUMO gap: 6.9 eV
- Energy above the lowest of the compared OMol25 structures with the same formula, charge and spin: 9.8 kcal per mole
- Total energy: -7405.06332 Ha